Record 1
A molecular structure, C23H24N2O3 at a distorted geometry, computed with wB97M-V/def2-TZVPD.

Last column: Mulliken charge in e.
Geometry (Å):
C (-4.32293, -0.47721, -0.62091)  -0.889
N (-0.55219, -2.49304, -0.14249)  -0.520
O (2.36348, 3.61782, 0.65630)  -0.390
H (3.80027, -5.03121, -0.00591)  0.759
C (0.62220, -2.87176, 0.00685)  0.510
C (1.96003, -2.17839, -0.05630)  0.332
C (1.99511, 3.37683, -1.44559)  -0.062
O (3.96303, -0.23314, -0.50402)  -0.543
C (4.08967, 1.78848, 1.00654)  -1.337
H (3.66659, 2.25443, -1.45727)  0.373
O (-5.49185, 1.55955, -0.09064)  -0.475
N (3.05656, 1.12864, 0.70133)  -0.008
C (1.67959, -5.10927, 0.05419)  -0.374
H (0.50606, 4.04300, 0.31527)  0.219
H (-2.90756, -1.86674, -0.82494)  0.901
C (3.64969, 3.22278, 0.38116)  0.081
C (-2.00087, -0.48087, 0.16771)  0.425
H (-6.66935, 0.36139, -1.49630)  0.339
C (-3.02923, -1.03942, -0.61045)  -1.574
C (-2.17752, 0.85639, 0.52250)  -0.574
C (3.00366, -3.09851, 0.09047)  -0.553
H (-7.42090, 1.47526, -0.58729)  0.485
C (-4.41578, 0.76359, -0.08936)  0.824
H (-8.28858, -0.51041, 0.26352)  0.316
C (1.52459, 4.06709, -0.22244)  -0.359
C (-7.32460, -0.11951, 0.72047)  -1.267
H (1.40957, 2.25823, -1.52124)  -0.149
C (3.46927, 3.22036, -1.27002)  -1.141
H (2.29158, 1.19240, 1.43122)  0.299
H (-5.04595, -1.13349, -0.93131)  0.483
C (-3.35263, 1.32904, 0.28780)  0.210
H (4.89423, 1.55039, 0.62877)  0.710
C (0.57093, -4.38651, -0.19833)  -0.570
H (-0.48500, -4.79805, -0.16946)  0.312
C (0.55164, -0.24164, -0.04026)  0.540
H (-1.15331, 1.45216, 0.87932)  0.151
C (3.02102, -4.57341, 0.01967)  -0.981
H (3.85074, -2.45928, 0.26553)  0.390
H (-7.52051, 0.48537, 1.49944)  0.371
H (-6.79763, -0.85004, 0.89851)  0.553
H (4.02346, 3.83623, -1.86100)  0.520
C (-0.69915, -0.90184, -0.08911)  0.218
H (4.33357, 2.34941, 2.02635)  0.260
H (-3.46493, 2.39788, 0.84916)  0.129
C (3.06966, 0.06103, 0.10230)  0.358
H (0.41913, 0.93586, 0.18931)  -0.866
H (1.82146, 5.40409, -0.32914)  0.174
H (1.74601, 3.92296, -2.37042)  0.488
C (-6.68758, 0.80103, -0.45295)  -0.572
C (1.78834, -0.81958, 0.16836)  0.825
H (4.41355, 3.98559, 0.70484)  0.457
H (1.68370, -6.29812, -0.07536)  0.192

Atoms 1-3, force components in eV/Å:
3.1824 -1.4481 0.1373
-4.4551 8.1038 0.3389
1.9320 -2.2177 7.7164

Summary:
Gap between HOMO and LUMO: 0.24736 Eh
Energy relative to the best compared isomer or geometry (same formula, charge and spin): 1786.1 kJ/mol
Total charge: 0
HOMO energy: -7.4683 eV
Energy: -1225.49164 a.u.
LUMO energy: -0.02710 Eh


Record 2
A single C23H24N2O4 molecule, computed with wB97M-V/def2-TZVPD.

Last column: Mulliken charge in e.
Geometry (Å):
C (-4.24351, -1.61140, -2.11471)  -1.346
N (-3.45841, 0.45144, 0.89812)  -0.048
C (-0.51777, -1.94574, 0.34949)  0.618
C (0.76218, -1.40924, 0.20257)  0.374
H (-4.77095, -1.77488, -0.04043)  0.461
C (-3.98372, 0.18395, -0.31628)  0.207
C (-0.78908, -3.06658, 1.30554)  -1.849
H (-1.06162, 0.71160, 2.76351)  0.455
H (-4.58978, -2.63367, -2.23851)  0.367
H (-1.20583, -3.91693, 0.76893)  0.343
C (2.82690, 1.25086, -1.64217)  -1.239
H (-1.52274, -2.76162, 2.05086)  0.272
H (6.08223, 0.91155, -1.41679)  0.345
H (3.86925, 0.06493, -3.08925)  0.349
H (5.48209, -0.71631, -1.69990)  0.309
H (5.35147, -0.38669, 0.67270)  0.386
H (-3.34820, -1.47833, -2.71495)  0.290
H (-5.00799, -0.92336, -2.46575)  0.398
C (3.01552, -1.45024, 1.00122)  0.049
C (0.61045, 1.64068, 1.79771)  -0.504
H (4.64776, 1.22654, 0.47672)  0.384
H (2.07656, 1.51446, -2.38477)  0.409
C (1.02391, -0.35959, -0.69798)  1.041
C (-3.14155, 1.79418, 1.33803)  -1.458
H (0.12625, -3.36691, 1.80424)  0.420
H (3.01977, 2.13204, -1.02473)  0.417
N (1.07249, 2.47606, 0.88343)  -0.459
C (4.12233, 0.83181, -2.35478)  -0.903
O (3.79957, -1.96528, 1.76320)  -0.690
C (-3.96775, -1.32368, -0.64063)  0.374
C (-1.31896, -0.35777, -1.29167)  -0.967
O (-4.46676, 1.01920, -1.04755)  -0.650
C (-0.04611, 0.14036, -1.44212)  -0.783
O (1.73325, -1.93094, 0.98923)  -0.640
C (5.18876, 0.28715, -1.38885)  -0.648
C (-1.66335, 2.05770, 1.19122)  1.201
H (1.35994, 1.14721, 2.40264)  0.498
C (2.36670, 0.15258, -0.74083)  0.915
H (-2.11795, 0.08556, -1.86206)  0.451
C (-1.17596, 2.92655, 0.22419)  -0.523
H (-3.44718, 1.90690, 2.38318)  0.368
C (0.19499, 3.10063, 0.11801)  -0.505
H (-3.03100, -0.30651, 1.40962)  0.236
H (-3.71999, 2.47728, 0.71261)  0.457
H (0.61371, 3.77548, -0.61722)  0.407
H (0.11394, 0.94830, -2.13700)  0.335
C (4.68303, 0.21627, 0.05829)  -1.229
H (-1.85200, 3.45430, -0.43035)  0.399
O (-2.79282, -1.94552, -0.14113)  -0.567
C (-1.56470, -1.40189, -0.39931)  0.790
C (3.30696, -0.36106, 0.09233)  0.645
C (-0.73918, 1.39711, 1.99398)  -0.369
H (4.51025, 1.69146, -2.90271)  0.409

Atoms 1-3, force components in eV/Å:
0.0943 0.0350 0.3297
-0.0093 -0.0213 0.4673
-0.0174 -0.0716 0.0331

Summary:
Gap between HOMO and LUMO: 0.31206 Eh
Energy relative to the best compared isomer or geometry (same formula, charge and spin): 67.7 kJ/mol
Total charge: 0
HOMO energy: -8.2101 eV
Energy: -1301.36945 a.u.
LUMO energy: 0.01034 Eh


Record 3
A single C23H24N4O3 molecule at a distorted geometry, computed with wB97M-V/def2-TZVPD.

Last column: Mulliken charge in e.
Geometry (Å):
C (-0.57243, 3.41038, 0.09416)  0.423
H (0.78959, 1.14322, 1.15109)  0.322
C (-5.83845, -3.00828, 0.29086)  -0.420
H (0.45749, -1.36544, 1.23280)  0.337
H (-6.43813, -3.89186, 0.36478)  0.448
H (2.11980, 0.00868, -2.02054)  0.343
H (-0.63523, 3.72511, 2.21011)  0.388
H (-2.55388, 3.03767, 0.83221)  0.576
H (-7.12549, -1.47612, -0.68539)  0.463
C (1.14923, -0.43691, -1.78077)  -0.980
C (5.55450, -2.77182, -0.69956)  -0.545
O (-5.20652, -0.92381, -0.16991)  -0.364
C (1.25332, 0.47504, 0.43079)  -0.407
C (-1.88680, 2.68387, 0.04357)  -1.601
H (2.89168, 5.11399, 0.24795)  0.404
C (-4.50483, -2.84572, 0.72090)  -0.486
H (5.77468, -1.05794, 2.18964)  0.380
H (2.23386, 0.89063, 0.17279)  0.405
H (1.99150, 4.33091, -1.91212)  0.406
N (-2.90210, 0.45689, 0.25779)  -0.132
H (1.56832, 4.81373, 2.30840)  0.387
H (0.52533, -0.46959, -2.67458)  0.594
H (3.71962, -3.07991, -1.73035)  0.263
C (-2.89004, -0.84855, 0.63004)  0.229
C (1.18102, 4.46895, 1.36100)  -0.618
C (1.41803, 4.19760, -1.00658)  -0.722
C (-0.05857, 3.85647, 1.30513)  -0.323
H (6.13597, -3.32460, -1.42410)  0.401
H (2.05575, -0.90306, 1.90531)  0.488
C (6.16984, -2.20711, 0.41239)  -0.493
H (0.35649, -2.26335, -0.95998)  0.387
C (-6.20796, -1.80888, -0.24077)  -0.446
H (-0.21413, 3.24380, -2.00764)  0.424
C (3.45952, -1.90728, 0.08216)  0.929
O (-1.40612, 0.42215, -2.01139)  -0.741
C (0.17750, 3.58769, -1.06148)  -0.175
H (-3.62338, 0.76020, -0.37943)  0.402
C (5.36415, -1.52168, 1.30100)  -0.427
H (7.23088, -2.30170, 0.57695)  0.376
C (-0.83470, 0.62626, -0.95215)  -0.159
H (1.82632, -2.49189, -1.92557)  0.390
H (-2.36737, 2.83891, -0.92496)  0.458
C (-1.64745, 1.18126, 0.22956)  0.602
H (-3.87246, -3.57002, 1.19052)  0.527
N (4.06202, -1.36809, 1.14777)  -0.300
N (2.09890, -1.77521, 0.03046)  0.100
C (1.43896, -0.93558, 1.00914)  -1.128
C (4.19660, -2.62852, -0.87572)  -0.559
C (-4.16064, -1.55261, 0.41907)  0.321
C (1.34168, -1.84687, -1.19623)  -0.930
C (1.92347, 4.63782, 0.20495)  -0.467
H (-1.16083, 0.97778, 1.18510)  0.594
O (-1.92090, -1.38591, 1.14104)  -0.675
N (0.48046, 0.38426, -0.78894)  0.330

Atoms 1-3, force components in eV/Å:
-0.1028 0.1412 -0.0250
0.0269 0.0173 -0.0447
-0.2802 0.4460 -0.2436

Summary:
Gap between HOMO and LUMO: 0.30977 Eh
Energy relative to the best compared isomer or geometry (same formula, charge and spin): 126.4 kJ/mol
Total charge: 0
HOMO energy: -7.6384 eV
Energy: -1335.62557 a.u.
LUMO energy: 0.02906 Eh


Record 4
A single C23H24N4O3 molecule at a distorted geometry, computed with wB97M-V/def2-TZVPD.

Last column: Mulliken charge in e.
Geometry (Å):
H (-6.49696, -1.30467, -0.79443)  0.371
H (-8.57733, -0.25933, -1.18305)  0.335
C (-5.87428, -0.52780, -0.38045)  -0.393
H (5.01408, -0.83609, -0.73998)  0.218
C (5.88845, 0.55184, 0.65780)  -0.328
C (-5.58305, 1.55445, 0.77597)  -0.715
H (-9.66236, 0.23424, 0.13978)  0.237
H (1.89377, 0.57488, -2.05170)  0.401
N (2.03212, -1.59208, -0.37253)  0.104
C (2.07238, 1.35299, -1.32284)  -0.440
H (2.38823, -0.66780, -0.16922)  0.087
C (-1.36649, 1.23407, -0.10169)  -0.566
N (-2.26750, 0.19514, -0.08968)  0.268
H (7.64530, 0.39045, -0.16512)  0.338
C (3.77904, -2.43966, 1.10069)  -0.575
H (3.63906, -2.72143, -1.04973)  0.290
H (-6.02377, 2.40442, 1.27221)  0.410
C (-1.55973, -0.96764, -0.20993)  -0.464
C (-0.18735, -0.65173, -0.29656)  0.695
H (2.64243, 4.19966, 1.20242)  0.391
H (-3.58152, 2.18219, 1.11203)  0.386
N (-2.04615, -2.21326, -0.21351)  -0.592
H (3.94995, 1.92981, -2.16698)  0.415
C (-6.43168, 0.58064, 0.24756)  0.919
C (-8.67050, -0.14714, -0.09792)  -0.834
C (2.96754, -2.66904, -0.18455)  -0.907
C (-3.65802, 0.32313, 0.03060)  0.490
H (-1.70082, 2.25227, -0.07048)  0.567
O (6.88689, 0.98185, -0.23098)  -0.540
H (-8.53364, -1.12181, 0.38147)  0.333
H (2.40340, -3.59980, -0.11606)  0.491
C (-1.12039, -3.14337, -0.29143)  -0.634
C (-4.50114, -0.65109, -0.48915)  -0.938
C (1.33712, 2.63154, 0.57035)  -0.721
H (-4.07317, -1.51730, -0.96578)  0.390
O (-7.76608, 0.80676, 0.40292)  -0.461
C (-4.21567, 1.42714, 0.67416)  -0.497
H (4.32957, 3.74056, -0.54174)  0.421
C (5.35505, -0.84004, 0.30470)  -0.265
C (-0.08583, 0.77359, -0.24031)  0.603
C (2.48396, 3.39994, 0.49350)  -0.570
N (0.19412, -2.99161, -0.33665)  -0.648
H (6.24828, 0.54750, 1.69478)  0.294
H (4.58357, -3.18570, 1.17073)  0.441
H (3.12398, -2.53527, 1.96978)  0.322
H (5.07471, 1.27542, 0.57626)  0.002
C (0.69308, -1.75328, -0.32378)  0.262
C (3.43056, 3.14524, -0.48521)  -0.609
H (6.15556, -1.59264, 0.40422)  0.445
C (3.21777, 2.12378, -1.39693)  -0.363
H (0.60391, 2.82361, 1.34013)  0.493
C (1.12179, 1.59081, -0.32984)  0.656
O (4.30151, -1.13183, 1.19426)  -0.425
H (-1.47374, -4.16649, -0.30813)  0.410

Atoms 1-3, force components in eV/Å:
-0.0769 -0.0547 -0.0311
0.0056 -0.0086 0.0431
-0.3602 0.1287 0.0778

Summary:
Gap between HOMO and LUMO: 0.30559 Eh
Energy relative to the best compared isomer or geometry (same formula, charge and spin): 197.9 kJ/mol
Total charge: 0
HOMO energy: -7.5748 eV
Energy: -1335.59833 a.u.
LUMO energy: 0.02722 Eh